This record from OMol25 describes a single C9H11NO2 molecule. The level of theory is the ωB97M-V functional and the def2-TZVPD basis.

```
23
Properties=species:S:1:pos:R:3:forces:R:3:mulliken_charge:R:1
C -1.37990 -1.67862 -0.18658 -1.52 4.89 1.04 -1.98
C -0.06709 -1.13057 -0.71307 -0.46 1.43 1.13 1.52
O 0.31479 -1.77939 -1.89852 1.16 -0.35 0.57 -0.64
C 0.96253 -1.25248 0.46949 1.80 -1.07 -0.65 -0.76
C 0.86500 -0.06097 1.46623 1.59 -1.35 1.58 -0.84
C 0.62993 1.12497 0.70787 -3.08 0.52 -7.03 0.56
C 0.61624 2.47899 0.52286 0.26 -2.39 -0.67 -0.63
C 0.13869 3.09556 -0.66521 1.17 1.17 0.48 -0.18
C -0.39665 2.48088 -1.72540 -2.27 0.86 -1.56 -0.44
N -0.69363 1.14554 -1.76746 1.54 -3.39 2.42 0.49
O -1.44116 0.52960 -2.62431 0.17 1.09 -0.47 -0.74
C -0.07484 0.40858 -0.84702 0.81 1.04 4.05 -0.44
H -1.92226 -0.93886 0.55004 1.31 -1.06 -1.12 0.30
H -1.43054 -2.56032 0.28354 1.08 -3.50 2.00 0.59
H -2.13281 -1.81349 -0.88148 -1.28 0.24 -2.25 0.46
H -0.35662 -1.68623 -2.57993 -0.34 0.44 0.15 0.41
H 2.02089 -1.31880 -0.02330 -1.79 -0.02 1.11 0.27
H 0.70208 -2.13997 1.08867 0.71 0.18 -0.80 0.36
H 1.68374 -0.02278 2.26340 -0.37 0.02 -1.51 0.36
H 0.05994 -0.30380 2.13667 -1.05 0.22 0.07 0.28
H 1.18894 3.16467 1.03850 0.82 1.03 2.16 0.38
H 0.43339 4.16954 -0.62614 -0.93 -0.80 -0.84 0.27
H -0.93736 2.89325 -2.57826 0.70 0.80 0.14 0.40
```
Forces are in eV/Å.

Its charge is 0. Its maximum force is 0.150 Eh/bohr. For the frontier orbital gap, the calculation gives 8.88 eV. The calculation puts the energy relative to the best compared isomer or geometry (same formula, charge and spin) at 141.4 kcal/mol. The calculation puts the HOMO energy at -8.5 eV. The total energy is -15091.051 eV. Its LUMO energy is 0.3 eV.